# 1
12
Properties=species:S:1:pos:R:3:nbo_charge:R:1 method="wB97M-V/def2-TZVPD" e_tot_ha=-360.4937 fmax_ev_per_a=1.1 molar_mass_g_mol=99.1 gap_ev=10.42 homo_ha=-0.355
O 2.5082 -0.1359 -0.7873 -0.462
C 1.3912 -0.4323 -0.8128 0.504
C 0.3219 0.1862 0.6709 -0.283
C -0.5151 1.2717 0.0776 -0.235
N -1.1745 0.2723 0.8782 -0.354
C -0.8566 -0.9631 0.2516 0.369
O -0.8870 -1.2164 -1.0137 -0.705
H 0.3014 -0.9861 -1.3136 0.323
H 0.9321 0.2960 1.5620 0.235
H -0.6617 1.2628 -1.0032 0.212
H -0.4974 2.2508 0.5470 0.223
H -0.9049 -1.7934 0.9636 0.171

---

# 2
12
Properties=species:S:1:pos:R:3:nbo_charge:R:1 method="wB97M-V/def2-TZVPD" e_tot_ha=-360.4914 fmax_ev_per_a=0.8 molar_mass_g_mol=99.1 gap_ev=10.23 homo_ha=-0.344
N 0.5178 1.2244 1.0781 -0.807
C 0.1242 0.3473 0.0411 -0.077
C -1.0986 0.5966 -0.7534 -0.359
C -0.7796 -0.8507 0.2123 -0.028
O 0.0788 -1.7094 -0.5393 -0.486
C 1.0505 -0.7048 -0.5545 0.769
O 2.1978 -0.8067 -0.8480 -0.516
H 0.3301 2.1837 0.8178 0.384
H 1.5023 1.1133 1.2890 0.379
H -1.8399 -0.4485 -0.2482 0.297
H -0.9972 0.1364 -1.7471 0.190
H -1.0583 -1.1494 1.2205 0.256